1.
Formula: C29H78N7O10Ti
Source: the OMol25 dataset
Level of theory: ωB97M-V with the def2-TZVPD basis set

XYZ file:
```
125
C29H78N7O10Ti | the OMol25 dataset | ωB97M-V with the def2-TZVPD basis set
Ti -0.410 -13.683 -24.312
O -2.803 -15.942 -26.893
C -1.986 -15.106 -26.174
O -0.790 -15.420 -26.006
O -2.517 -14.124 -25.616
H -3.573 -15.353 -26.698
C -3.613 -18.886 -28.928
C -2.607 -18.066 -29.738
C -3.265 -16.790 -30.286
O -4.024 -17.033 -31.462
C -4.826 -15.945 -31.873
N -1.465 -17.706 -28.899
H -3.929 -18.313 -28.056
H -3.161 -19.846 -28.681
H -4.509 -19.065 -29.525
H -2.254 -18.677 -30.571
H -2.441 -16.106 -30.530
H -3.883 -16.281 -29.539
H -4.141 -15.165 -32.217
H -5.505 -15.558 -31.106
H -5.465 -16.298 -32.681
H -0.925 -17.059 -29.473
H -1.742 -17.087 -28.135
C 0.191 -14.146 -29.765
C 1.452 -14.869 -29.360
C 2.707 -14.241 -29.956
O 2.711 -14.422 -31.358
C 3.882 -13.871 -31.967
N 1.571 -14.963 -27.888
H -0.036 -14.350 -30.812
H 0.285 -13.067 -29.612
H -0.704 -14.395 -29.187
H 1.374 -15.909 -29.699
H 3.637 -14.648 -29.543
H 2.679 -13.177 -29.686
H 4.759 -14.500 -31.808
H 4.123 -12.845 -31.682
H 3.599 -13.855 -33.017
H 2.229 -15.716 -27.716
H 0.681 -15.273 -27.501
C -4.126 -12.871 -29.244
C -3.999 -11.403 -28.884
C -3.995 -10.473 -30.085
O -2.934 -10.845 -30.951
C -1.682 -10.296 -30.587
N -5.152 -11.104 -28.000
H -5.029 -12.981 -29.854
H -4.226 -13.529 -28.382
H -3.327 -13.228 -29.897
H -3.044 -11.259 -28.359
H -3.921 -9.441 -29.726
H -4.925 -10.591 -30.642
H -1.188 -10.895 -29.815
H -1.804 -9.273 -30.219
H -0.998 -10.248 -31.434
H -5.188 -11.848 -27.302
H -4.989 -10.220 -27.532
C 1.584 -10.869 -27.529
C 0.939 -11.220 -26.178
C -0.559 -11.157 -26.326
O -1.140 -11.410 -25.051
C -2.518 -11.067 -25.064
N 1.355 -12.565 -25.796
H 1.184 -9.962 -27.986
H 1.543 -11.687 -28.252
H 2.663 -10.728 -27.411
H 1.202 -10.459 -25.443
H -0.893 -11.937 -27.025
H -0.892 -10.186 -26.703
H -2.970 -11.228 -24.087
H -3.069 -11.576 -25.854
H -2.579 -9.978 -25.183
H 2.350 -12.484 -25.611
H 1.299 -13.224 -26.577
C 1.986 -17.109 -22.637
C 0.925 -16.060 -23.051
C -0.316 -15.974 -22.154
O -1.333 -15.252 -22.798
C -2.567 -15.217 -22.134
N 1.548 -14.731 -23.183
H 1.541 -18.106 -22.578
H 2.326 -16.936 -21.610
H 2.849 -17.186 -23.295
H 0.666 -16.460 -24.037
H -0.035 -15.598 -21.166
H -0.588 -17.032 -22.058
H -3.182 -16.106 -22.302
H -3.200 -14.400 -22.481
H -2.413 -15.022 -21.069
H 1.930 -14.479 -22.275
H 2.386 -14.877 -23.743
C -0.997 -19.661 -23.759
C -1.716 -19.410 -25.097
C -3.008 -18.619 -24.902
O -3.850 -19.266 -23.957
C -5.122 -18.635 -23.843
N -0.794 -18.638 -25.949
H -1.515 -19.209 -22.903
H 0.028 -19.303 -23.685
H -1.039 -20.706 -23.441
H -1.867 -20.408 -25.504
H -3.424 -18.607 -25.917
H -2.905 -17.572 -24.591
H -5.757 -19.387 -23.377
H -5.625 -18.320 -24.760
H -5.022 -17.779 -23.172
H -1.175 -18.541 -26.892
H -0.760 -17.689 -25.584
C -6.524 -14.582 -26.818
C -6.609 -13.792 -25.535
C -6.508 -14.668 -24.299
O -7.021 -14.007 -23.166
C -6.312 -14.298 -21.987
N -5.457 -12.864 -25.528
H -6.589 -13.914 -27.675
H -7.347 -15.301 -26.879
H -5.637 -15.218 -26.904
H -7.529 -13.209 -25.591
H -5.484 -15.039 -24.168
H -7.039 -15.620 -24.474
H -6.174 -15.378 -21.875
H -6.933 -14.043 -21.124
H -5.403 -13.708 -21.842
H -5.486 -12.414 -24.614
H -4.561 -13.342 -25.508
```

* HOMO (alpha / beta): -0.138 / -0.324 Eh
* gap between HOMO and LUMO (alpha / beta): 4.07 / 9.04 eV
* ΔE to the lowest compared entry with this formula, charge and spin: 0.0000 eV
* expectation value of S²: 3.752
* spin multiplicity: 4

***

2.
Formula: C29H79F3HfN4O21S2
Source: the OMol25 dataset
Level of theory: ωB97M-V with the def2-TZVPD basis set

XYZ file:
```
139
C29H79F3HfN4O21S2 | the OMol25 dataset | ωB97M-V with the def2-TZVPD basis set
Hf 3.176 -2.696 1.558
C 2.894 -3.189 -2.922
C 1.955 -2.778 -1.801
O 2.475 -2.544 -0.535
H 2.541 -3.113 -3.947
H 3.321 -4.186 -2.777
H 3.808 -2.584 -2.878
H 1.129 -3.506 -1.802
H 1.343 -1.913 -2.088
S 3.943 -1.400 4.152
O 4.013 0.031 4.380
O 4.403 -2.121 5.298
O 2.599 -1.888 3.689
O 4.677 -1.708 2.870
C -0.729 -0.186 0.412
F -1.937 0.259 0.723
F -0.794 -1.462 -0.021
F -0.315 0.538 -0.619
S 0.413 -0.121 1.906
O -0.389 -0.445 3.048
O 1.481 -1.092 1.601
O 0.922 1.228 1.987
C -2.423 -1.101 -6.599
O -2.152 -0.007 -5.758
C -1.351 -0.299 -4.627
C -1.545 0.801 -3.584
N -1.439 2.154 -4.095
C -0.991 3.101 -3.069
C -1.116 4.560 -3.537
O -0.401 4.697 -4.737
C -0.589 5.897 -5.396
H -1.551 -1.647 -6.971
H -2.783 -0.675 -7.542
H -3.271 -1.660 -6.195
H -0.285 -0.301 -4.886
H -1.566 -1.294 -4.220
H -0.723 0.680 -2.878
H -2.508 0.706 -3.072
H -2.314 2.514 -4.456
H 0.076 2.915 -2.930
H -1.597 2.910 -2.173
H -0.760 5.303 -2.816
H -2.189 4.758 -3.683
H -0.098 6.739 -4.880
H -1.591 6.281 -5.628
H -0.085 5.959 -6.364
C -1.537 -4.542 -0.741
O -0.675 -4.683 0.378
C -0.885 -5.934 1.044
C -2.128 -5.910 1.930
N -2.116 -5.044 3.113
C -1.988 -3.601 2.860
C -3.041 -2.812 3.628
O -4.305 -3.409 3.538
C -5.325 -2.808 4.321
H -1.088 -3.804 -1.405
H -2.570 -4.315 -0.485
H -1.516 -5.426 -1.388
H 0.034 -6.161 1.593
H -0.970 -6.715 0.284
H -2.245 -6.921 2.335
H -3.006 -5.806 1.280
H -3.069 -5.097 3.462
H -2.203 -3.290 1.827
H -0.978 -3.232 3.024
H -3.052 -1.760 3.317
H -2.639 -2.630 4.639
H -5.927 -3.599 4.762
H -5.970 -2.220 3.660
H -4.886 -2.107 5.033
C -5.091 0.548 -4.264
O -6.423 0.304 -3.873
C -7.091 1.344 -3.192
C -6.956 1.407 -1.654
N -5.557 1.406 -1.166
C -5.549 1.948 0.185
C -4.192 2.441 0.682
O -4.193 3.819 0.988
C -2.867 4.329 0.895
H -4.694 -0.184 -4.967
H -4.542 0.603 -3.324
H -4.905 1.454 -4.859
H -8.131 1.026 -3.341
H -7.080 2.318 -3.690
H -7.491 0.562 -1.212
H -7.373 2.386 -1.425
H -5.289 0.431 -1.234
H -6.054 1.267 0.888
H -6.202 2.822 0.253
H -3.444 2.235 -0.092
H -3.866 1.827 1.532
H -2.281 3.741 1.614
H -2.920 5.354 1.253
H -2.309 4.256 -0.042
C 2.449 0.987 -1.875
O 3.830 0.877 -1.437
C 4.805 1.533 -2.196
C 6.154 0.805 -2.183
N 6.812 0.938 -0.886
C 7.555 2.156 -0.740
C 8.763 2.060 0.186
O 8.349 2.387 1.497
C 9.447 2.302 2.379
H 2.447 0.495 -2.854
H 2.285 2.062 -1.919
H 1.911 0.348 -1.185
H 4.847 2.593 -1.927
H 4.584 1.561 -3.277
H 6.800 1.135 -3.003
H 5.889 -0.239 -2.366
H 7.259 0.097 -0.568
H 6.973 3.028 -0.422
H 7.952 2.537 -1.698
H 9.580 2.729 -0.119
H 9.268 1.082 0.151
H 9.661 1.251 2.613
H 9.112 2.714 3.331
H 10.366 2.793 2.052
O 1.720 1.394 4.955
H 1.241 1.291 4.125
H 2.561 0.907 4.821
O 3.717 2.159 2.802
H 3.945 1.319 3.247
H 2.761 2.222 2.853
O 1.077 -3.607 2.021
H 0.911 -4.141 2.814
H 0.475 -3.991 1.324
O 1.974 3.618 0.445
H 1.087 3.271 0.579
H 2.492 2.854 0.168
C -0.903 -1.489 7.469
C 0.020 -0.931 6.363
O 1.324 -0.683 6.853
H -1.520 -2.331 7.139
H -1.672 -0.773 7.784
H -0.492 -1.769 8.440
H -0.472 0.019 6.159
H -0.027 -1.657 5.552
H 1.596 0.153 6.437
```

* HOMO: -0.309 Eh
* gap between HOMO and LUMO: 4.41 eV

***

3.
Formula: C29H80N2O11
Source: the OMol25 dataset
Level of theory: ωB97M-V with the def2-TZVPD basis set

XYZ file:
```
122
C29H80N2O11 | the OMol25 dataset | ωB97M-V with the def2-TZVPD basis set
N 0.122 0.605 -0.167
C -0.711 0.246 -1.029
N -0.302 0.069 -2.262
O -2.033 0.023 -0.602
H -0.135 0.770 0.849
H 1.090 0.733 -0.462
H -0.960 -0.298 -2.959
H 0.583 0.456 -2.647
C -0.484 3.024 3.933
C 0.536 2.137 3.189
C 1.595 1.534 4.041
O 0.040 1.191 2.534
H 0.064 3.868 4.406
H -1.141 2.585 4.647
H -1.226 3.427 3.218
H 1.130 2.696 2.392
H 1.930 2.357 4.691
H 2.319 1.004 3.437
H 1.198 0.863 4.795
H -0.115 0.458 3.138
C 4.665 0.996 -4.182
C 4.417 -0.209 -3.311
C 5.456 -0.405 -2.264
O 3.207 -0.387 -2.812
H 3.915 1.292 -4.826
H 5.517 0.888 -4.717
H 4.795 1.889 -3.738
H 4.532 -1.060 -4.002
H 6.461 -0.376 -2.736
H 5.225 -1.350 -1.854
H 5.485 0.366 -1.539
H 2.776 -0.959 -3.479
C -1.239 -1.027 -5.055
C -2.595 -1.593 -4.562
C -2.596 -1.758 -3.084
O -3.566 -0.895 -4.768
H -1.071 -0.024 -4.610
H -1.363 -0.837 -6.075
H -0.377 -1.641 -4.913
H -2.729 -2.552 -4.988
H -3.375 -2.444 -2.844
H -2.881 -0.927 -2.500
H -1.694 -2.232 -2.680
H -4.242 -1.369 -5.272
C 0.000 4.161 0.386
C -1.319 4.104 -0.390
C -2.225 3.006 0.168
O -1.945 5.193 -0.525
H -0.105 4.572 1.342
H 0.590 4.923 -0.147
H 0.689 3.252 0.241
H -1.087 3.685 -1.419
H -2.990 3.469 0.741
H -1.655 2.330 0.780
H -2.702 2.507 -0.721
H -2.683 5.171 -1.155
C -3.044 -4.415 1.015
C -2.994 -3.002 0.419
C -4.352 -2.322 0.437
O -2.286 -2.158 1.057
H -3.633 -4.998 0.244
H -3.391 -4.389 1.962
H -2.185 -4.953 0.984
H -2.652 -3.096 -0.670
H -4.229 -1.267 0.058
H -4.749 -2.200 1.493
H -5.029 -2.919 -0.174
H -2.154 -1.403 0.501
C 3.521 0.473 0.863
C 3.067 1.700 0.167
C 4.279 2.645 0.054
O 2.602 1.564 -1.004
H 2.719 -0.249 1.032
H 3.884 0.817 1.846
H 4.375 0.003 0.304
H 2.339 2.195 0.768
H 4.000 3.684 -0.129
H 4.923 2.340 -0.749
H 4.830 2.632 0.922
H 3.137 0.950 -1.515
C -3.999 2.389 3.669
C -4.279 0.873 3.707
C -3.249 0.033 2.996
O -4.577 0.397 4.827
H -4.762 3.028 4.150
H -4.139 2.582 2.572
H -3.045 2.725 4.006
H -5.188 0.734 3.064
H -3.407 -0.969 2.876
H -2.271 -0.052 3.331
H -3.149 0.423 1.994
H -4.886 1.056 5.426
C 1.144 -1.887 2.271
C 0.513 -2.867 3.260
C 0.128 -2.179 4.623
O -0.430 -3.593 2.857
H 1.774 -1.248 2.918
H 0.344 -1.359 1.749
H 1.672 -2.612 1.686
H 1.382 -3.620 3.475
H 0.116 -3.071 5.243
H -0.706 -1.458 4.628
H 0.927 -1.635 4.975
H -1.129 -3.084 2.415
C 0.210 -3.927 -0.981
C 1.146 -2.696 -0.926
C 2.640 -2.859 -0.795
O 0.969 -2.200 -2.051
H 0.272 -4.468 -0.007
H 0.631 -4.579 -1.729
H -0.833 -3.792 -1.145
H 0.763 -1.969 -0.131
H 2.899 -3.441 0.128
H 3.124 -1.860 -0.715
H 3.066 -3.312 -1.648
H 0.678 -1.300 -2.002
C 0.660 2.317 -3.991
O 1.441 1.144 -4.325
H 1.243 3.226 -4.349
H 0.408 2.485 -2.868
H -0.236 2.289 -4.630
H 2.365 1.189 -4.072
```

* HOMO: -0.326 Eh
* gap between HOMO and LUMO: 9.30 eV
* ΔE to the lowest compared entry with this formula, charge and spin: 12.5061 eV
* SMILES: NC(N)=O.CC(C)O.CC(C)O.CC(C)O.CC(C)O.CC(C)O.CC(C)O.CC(C)O.CC(C)O.CC(C)O.CO

***

no.,E_tot (eV)
1,-85355.491
2,-111433.092
3,-56861.897